# 1
Entry from the Open Molecules 2025 dataset: C17H16BrI2N2O2Os as an isolated structure (ωB97M-V/def2-TZVPD).

Structure (ORCA input):
```
! wB97M-V def2-TZVPD RIJCOSX def2/J DEFGRID3
* xyz 3 1
Os 1.018 -1.240 -0.621
O 3.119 -0.494 -1.106
C 3.619 0.266 -2.151
C 4.977 0.507 -2.314
C 5.418 1.292 -3.366
C 4.509 1.824 -4.278
C 3.150 1.582 -4.119
C 2.710 0.814 -3.056
C 1.267 0.517 -2.783
O 1.073 -0.811 -2.484
N 0.843 1.325 -1.605
N 0.275 0.625 -0.659
C -0.658 1.127 0.134
C -1.461 0.346 0.961
Br 1.912 -1.182 1.594
C -2.496 0.914 1.706
C -3.377 0.388 2.657
C -3.111 -0.774 3.449
C -3.983 -1.155 4.429
C -5.141 -0.391 4.678
C -5.466 0.705 3.862
C -4.589 1.118 2.899
H 3.837 -0.885 -0.592
H 5.682 0.089 -1.603
H 6.473 1.501 -3.476
H 4.849 2.421 -5.112
H 2.446 1.980 -4.840
H 0.647 0.814 -3.643
H 0.574 2.299 -1.741
H -0.849 2.201 0.087
H -2.697 1.966 1.482
H -2.169 -1.293 3.340
H -3.777 -2.021 5.042
H -5.771 -0.636 5.525
H -6.403 1.225 4.008
H -4.820 1.993 2.304
I -1.280 -1.949 0.623
C -0.394 -4.022 0.383
I 1.331 -3.941 -0.888
H -1.169 -4.626 -0.086
H -0.118 -4.418 1.357
*
```

Properties
gap between HOMO and LUMO (alpha / beta) = 3.96 / 3.96 eV
maximum force = 1.92 eV/A
highest occupied orbital energy (alpha / beta) = -17.026 / -17.026 eV
lowest unoccupied orbital energy (alpha / beta) = -13.068 / -13.070 eV



# 2
Entry from the Open Molecules 2025 dataset: one molecule with the formula C16H20F6N2O3 (ωB97M-V/def2-TZVPD).

Structure (ORCA input):
```
! wB97M-V def2-TZVPD RIJCOSX def2/J DEFGRID3
* xyz 0 1
C -1.888 -2.404 0.097
C -0.935 -2.818 1.212
C -0.006 -3.969 0.820
C 0.997 -3.607 -0.274
H 0.492 -3.277 -1.185
H 1.635 -4.464 -0.501
O 1.881 -2.571 0.171
C 1.678 -1.345 -0.304
O 0.897 -1.042 -1.170
N 2.476 -0.463 0.381
H 3.121 -0.890 1.034
C 2.768 0.919 -0.019
N 1.765 1.640 -0.703
H 1.621 1.306 -1.657
C 0.458 1.781 -0.073
H 0.492 2.590 0.659
C -0.572 2.106 -1.177
C -1.963 2.014 -0.582
C -2.371 2.953 0.359
C -3.625 2.867 0.935
C -4.488 1.845 0.576
C -4.093 0.916 -0.369
C -2.836 0.999 -0.945
H -2.541 0.282 -1.696
H -4.764 0.122 -0.663
H -5.467 1.779 1.026
H -3.931 3.602 1.665
H -1.705 3.758 0.633
O -0.374 1.284 -2.295
H -0.277 0.365 -2.001
H -0.396 3.126 -1.538
H 0.149 0.859 0.437
C 4.031 0.900 -0.929
F 4.561 2.106 -1.100
F 3.730 0.417 -2.137
F 4.986 0.107 -0.431
C 3.115 1.658 1.306
F 4.273 1.231 1.825
F 2.185 1.432 2.240
F 3.207 2.972 1.148
H 0.551 -4.292 1.702
H -0.597 -4.813 0.461
H -1.517 -3.133 2.081
H -0.337 -1.956 1.519
H -2.570 -1.636 0.455
H -2.473 -3.257 -0.240
H -1.343 -2.000 -0.751
*
```

Properties
gap between HOMO and LUMO = 9.97 eV
maximum force = 0.98 eV/A
relative energy (zero: lowest compared OMol25 entry of this formula, charge and spin) = 0.00 kJ/mol
highest occupied orbital energy = -9.266 eV
lowest unoccupied orbital energy = 0.706 eV
SMILES string = CCCCOC(=O)NC(NC[C@@H](O)c1ccccc1)(C(F)(F)F)C(F)(F)F



# 3
Entry from the Open Molecules 2025 dataset: an isolated ion of composition C35H49N6O3 and charge +1 (ωB97M-V/def2-TZVPD).

Structure (ORCA input):
```
! wB97M-V def2-TZVPD RIJCOSX def2/J DEFGRID3
* xyz 1 1
C 3.228 -0.559 4.148
C 2.884 -0.164 2.723
C 3.389 1.202 2.321
N 1.401 -0.082 2.613
N 0.837 1.018 3.096
N -0.480 0.747 3.126
C -1.330 1.949 3.379
C -1.155 2.912 2.224
C -0.824 2.556 4.667
C -0.756 -0.517 2.668
C -2.141 -1.120 2.941
C -2.111 -2.640 2.793
C -3.177 -0.506 1.995
C -2.547 -0.835 4.395
C 0.467 -1.019 2.264
C 0.914 -2.337 1.709
H 4.308 -0.549 4.311
H 2.778 0.145 4.856
H 2.865 -1.569 4.370
H 3.205 -0.931 2.018
H 4.467 1.282 2.488
H 3.195 1.389 1.259
H 2.883 1.976 2.905
H -2.365 1.621 3.457
H -1.654 3.861 2.451
H -0.085 3.100 2.066
H -1.590 2.509 1.304
H -1.248 3.554 4.818
H -1.099 1.942 5.529
H 0.267 2.631 4.617
H -1.362 -3.064 3.477
H -3.090 -3.051 3.085
H -1.898 -2.957 1.762
H -3.208 0.587 2.090
H -2.949 -0.750 0.949
H -4.170 -0.902 2.249
H -2.617 0.234 4.614
H -3.535 -1.277 4.573
H -1.825 -1.286 5.085
H 0.352 -3.086 2.298
H 1.969 -2.461 2.014
C 3.405 -9.187 -0.743
N 2.647 -8.256 0.064
C 2.174 -8.605 1.298
O 2.307 -9.704 1.834
C 1.448 -7.377 1.865
C 2.009 -6.939 3.221
C 1.675 -7.902 4.336
C 2.689 -8.406 5.154
C 2.389 -9.364 6.125
C 1.065 -9.786 6.306
C 0.043 -9.233 5.525
C 0.345 -8.276 4.552
N 1.610 -6.389 0.801
C 1.063 -5.143 0.915
C 1.260 -4.111 0.057
C 0.769 -2.692 0.293
C 1.328 -1.667 -0.774
C 2.172 -2.064 -1.814
C 2.365 -1.233 -2.941
N 2.930 -1.805 -4.115
O 2.980 -1.095 -5.145
O 3.342 -2.989 -4.084
C 1.851 0.073 -2.990
C 1.147 0.526 -1.881
C 0.871 -0.336 -0.798
C 2.444 -6.853 -0.310
C 3.791 -6.114 -0.364
C 1.745 -6.785 -1.678
H 3.448 -10.146 -0.224
H 2.926 -9.329 -1.719
H 4.424 -8.816 -0.909
H 0.376 -7.633 1.962
H 3.101 -6.840 3.127
H 1.608 -5.942 3.457
H 3.714 -8.061 4.993
H 3.193 -9.784 6.732
H 0.830 -10.539 7.061
H -0.994 -9.546 5.663
H -0.440 -7.830 3.937
H 0.418 -5.050 1.802
H 1.730 -4.320 -0.899
H -0.319 -2.710 0.079
H 2.660 -3.038 -1.839
H 1.991 0.671 -3.891
H 0.773 1.553 -1.876
H 0.242 0.042 0.010
H 4.293 -6.181 0.611
H 4.432 -6.574 -1.130
H 3.643 -5.056 -0.612
H 0.837 -7.401 -1.650
H 1.460 -5.765 -1.944
H 2.428 -7.163 -2.452
*
```

Properties
gap between HOMO and LUMO = 7.03 eV
maximum force = 3.74 eV/A
relative energy (zero: lowest compared OMol25 entry of this formula, charge and spin) = 0.00 kJ/mol
highest occupied orbital energy = -10.190 eV
lowest unoccupied orbital energy = -3.160 eV



# 4
Entry from the Open Molecules 2025 dataset: a 2-piece molecular cluster, C3H8ClNO overall (ωB97M-V/def2-TZVPD).

Structure (ORCA input):
```
! wB97M-V def2-TZVPD RIJCOSX def2/J DEFGRID3
* xyz 0 3
C -1.722 -0.099 0.227
C -0.621 -0.891 -0.490
C 1.942 -0.688 0.778
N 2.345 0.580 0.314
O -0.712 -2.279 -0.493
Cl 2.379 -0.811 2.473
H -1.402 0.924 0.342
H -2.220 -0.427 1.200
H -2.591 -0.040 -0.421
H 0.053 -0.529 -1.188
H 2.172 -1.685 0.196
H 1.883 1.270 0.800
H 2.540 0.746 -0.679
H -1.552 -2.727 -0.143
*
```

Properties
gap between HOMO and LUMO (alpha / beta) = 7.23 / 10.58 eV
maximum force = 4.72 eV/A
relative energy (zero: lowest compared OMol25 entry of this formula, charge and spin) = 0.00 kJ/mol
highest occupied orbital energy (alpha / beta) = -6.349 / -10.132 eV
lowest unoccupied orbital energy (alpha / beta) = 0.884 / 0.444 eV
expectation value of S² = 2.007



# 5
Entry from the Open Molecules 2025 dataset: one molecule with the formula C18H22N2O5S (ωB97M-V/def2-TZVPD).

Structure (ORCA input):
```
! wB97M-V def2-TZVPD RIJCOSX def2/J DEFGRID3
* xyz 0 1
O -0.566 -0.643 -1.320
O -2.078 4.182 -1.458
O 1.935 5.031 0.103
O -0.088 6.257 -0.030
O 0.627 -1.940 0.199
C -0.078 -0.824 -0.196
C -1.388 3.431 -0.764
C -4.079 -0.898 -0.222
C -3.408 0.135 0.439
C 2.059 -6.077 1.598
C 2.427 -4.785 2.086
C 1.368 -6.405 0.449
C 2.060 -3.796 1.201
C 1.047 -5.327 -0.416
C 1.381 -4.018 0.012
N 0.039 0.266 0.627
N -0.198 3.686 -0.157
C 0.816 -2.918 -0.856
C 1.321 0.528 1.232
C 1.536 1.992 0.864
C -3.329 1.619 0.017
C 0.858 5.152 -2.276
C 0.403 2.420 -0.067
C -1.867 1.894 -0.501
C -0.726 1.532 0.471
S 0.655 5.086 -0.505
H -4.593 -0.870 -1.116
H -4.197 -1.897 0.242
H -2.839 -0.045 1.342
H 2.182 -7.012 2.221
H 2.974 -4.602 3.011
H 1.145 -7.414 0.258
H 2.270 -2.777 1.491
H 0.603 -5.443 -1.379
H 1.572 -2.582 -1.628
H -0.094 -3.238 -1.263
H 1.365 0.446 2.402
H 2.090 -0.056 0.788
H 1.530 2.568 1.732
H 2.474 2.073 0.354
H -3.703 2.353 0.828
H -4.057 1.796 -0.795
H -0.042 4.664 -2.823
H 0.911 6.163 -2.556
H 1.803 4.704 -2.549
H 0.831 2.265 -1.104
H -1.846 1.504 -1.487
H -1.106 1.818 1.502
*
```

Properties
gap between HOMO and LUMO = 9.80 eV
maximum force = 5.46 eV/A
relative energy (zero: lowest compared OMol25 entry of this formula, charge and spin) = 446.46 kJ/mol
highest occupied orbital energy = -9.275 eV
lowest unoccupied orbital energy = 0.520 eV
SMILES string = C=CC[C@H]1C(=O)N(S(C)(=O)=O)[C@H]2CCN(C(=O)OCc3ccccc3)[C@H]12



# 6
Entry from the Open Molecules 2025 dataset: a 2-piece molecular cluster, C3H2BrClF2 overall (ωB97M-V/def2-TZVPD).

Structure (ORCA input):
```
! wB97M-V def2-TZVPD RIJCOSX def2/J DEFGRID3
* xyz 0 1
C 1.135 -0.465 0.272
C 0.713 0.926 -0.177
C -0.174 0.056 0.638
F 1.311 1.997 0.235
F 0.333 1.007 -1.505
Cl -4.638 -1.506 -0.563
Br -1.990 -0.463 0.615
H 1.414 -1.119 -0.480
H 1.895 -0.434 0.966
*
```

Properties
gap between HOMO and LUMO (alpha / beta) = 9.41 / 5.29 eV
maximum force = 3.42 eV/A
relative energy (zero: lowest compared OMol25 entry of this formula, charge and spin) = 411.90 kJ/mol
highest occupied orbital energy (alpha / beta) = -10.779 / -9.215 eV
lowest unoccupied orbital energy (alpha / beta) = -1.370 / -3.921 eV